#a
Formula: C3H6O2
Source: the OMol25 dataset
Level of theory: ωB97M-V/def2-TZVPD

**Total charge**: 0
**HOMO-LUMO gap**: 9.475 eV
**HOMO level**: -8.68 eV

Last column: Löwdin charge in e.
Element x y z (Å)
C (1.35473, -0.94626, -0.69284)  -0.070
C (-0.42047, 0.20523, -0.59205)  -0.044
O (0.79291, 0.22164, -0.05600)  -0.130
C (-1.36403, 0.70700, 0.39934)  -0.303
O (-0.84792, 1.07263, 1.63856)  -0.051
H (1.94714, -0.59402, -1.52060)  0.088
H (0.56055, -1.61113, -1.05821)  0.082
H (1.93378, -1.45143, 0.06410)  0.090
H (-2.12291, -0.08772, 0.49731)  0.133
H (-1.87905, 1.51832, -0.13029)  0.126
H (0.11572, 0.98259, 1.56541)  0.079

=====

#b
Formula: C3H6O2
Source: the OMol25 dataset
Level of theory: ωB97M-V/def2-TZVPD

**Total charge**: 0
**HOMO-LUMO gap**: 10.805 eV
**HOMO level**: -9.91 eV

Last column: Löwdin charge in e.
Element x y z (Å)
O (1.58988, -0.72309, 0.48580)  -0.010
C (0.28883, -0.21128, 0.56590)  -0.346
C (-0.09435, 1.21935, 0.12694)  -0.119
O (-1.28195, 0.67655, -0.48773)  -0.105
C (-0.66682, -0.60934, -0.53901)  -0.167
H (1.54928, -1.43946, -0.16745)  0.095
H (-0.17184, -0.37963, 1.54645)  0.151
H (-0.34263, 1.96652, 0.88818)  0.119
H (0.59403, 1.65933, -0.60858)  0.125
H (-1.35390, -1.44437, -0.35525)  0.127
H (-0.10195, -0.74006, -1.48413)  0.131

=====

The most stable arrangement is #b, and the next structure is 0.0797 hartree less stable.

=====

#a
Formula: C3H6O2
Source: the OMol25 dataset
Level of theory: ωB97M-V/def2-TZVPD

**Total charge**: 0
**HOMO-LUMO gap**: 10.031 eV
**HOMO level**: -9.13 eV

Last column: Löwdin charge in e.
Element x y z (Å)
O (1.68379, -1.38303, -0.29979)  -0.065
C (-0.35616, -0.07843, 0.84155)  -0.061
C (-0.18133, 1.22941, 0.12143)  -0.155
O (-1.02431, 0.70820, -0.95379)  -0.067
C (-1.15686, -0.42811, -0.16719)  -0.167
H (2.06008, -0.56693, -0.64845)  0.037
H (0.01582, -0.49756, 1.76507)  0.109
H (-0.67961, 2.07306, 0.60443)  0.124
H (0.80810, 1.52719, -0.23538)  0.119
H (-1.84656, -1.22265, -0.42577)  0.127
H (0.74920, -1.32619, -0.54416)  0.000

=====

#b
Formula: C3H6O2
Source: the OMol25 dataset
Level of theory: ωB97M-V/def2-TZVPD

**SMILES**: OC[C@H]1CO1
**Total charge**: 0
**HOMO-LUMO gap**: 11.505 eV
**HOMO level**: -10.45 eV

Last column: Löwdin charge in e.
Element x y z (Å)
O (-2.17225, 0.41926, 0.12307)  -0.121
C (-0.99521, -0.40125, -0.25100)  -0.187
C (0.25036, 0.08518, 0.40389)  -0.331
C (1.60980, -0.19340, 0.04403)  -0.119
O (1.03032, 1.08888, -0.27876)  -0.045
H (-2.01103, 1.41800, -0.12990)  0.144
H (-0.80465, -0.26523, -1.37648)  0.147
H (-1.16476, -1.45614, -0.02365)  0.122
H (0.05804, 0.38622, 1.44027)  0.150
H (2.29396, -0.25557, 0.88249)  0.107
H (1.90540, -0.82596, -0.83395)  0.132

=====

The most stable arrangement is #b, and the next structure is 0.0178 hartree less stable.

=====

#a
Formula: C3H7BN2O2
Source: the OMol25 dataset
Level of theory: ωB97M-V/def2-TZVPD

**SMILES**: [H]/N=C/C=C\N.O=BO
**Total charge**: 0
**HOMO-LUMO gap**: 9.346 eV
**HOMO level**: -8.85 eV

Last column: Löwdin charge in e.
Element x y z (Å)
H (0.34282, 2.34571, 1.13823)  0.031
N (0.54401, 1.77150, 0.40974)  0.099
C (-0.41400, 0.98608, 0.24331)  -0.233
C (-0.37714, -0.06781, -0.72655)  -0.091
C (-1.29804, -1.10446, -0.59366)  -0.147
N (-2.35495, -1.19461, 0.27881)  0.071
H (-1.37108, 1.07194, 0.76344)  0.113
H (0.27038, -0.15695, -1.52963)  0.075
H (-1.36477, -1.96197, -1.34429)  0.142
H (-2.79888, -2.02468, 0.47243)  0.059
H (-2.57253, -0.49837, 0.98342)  0.089
O (3.58266, -1.08788, 0.86648)  0.104
B (3.04569, -0.22546, 0.17689)  -0.533
O (2.67558, 0.68255, -0.72467)  0.126
H (2.09026, 1.46440, -0.41395)  0.095

=====

#b
Formula: C3H7BN2O2
Source: the OMol25 dataset
Level of theory: ωB97M-V/def2-TZVPD

**Total charge**: 0
**HOMO-LUMO gap**: 8.555 eV
**HOMO level**: -8.39 eV

Last column: Löwdin charge in e.
Element x y z (Å)
B (-0.06427, 0.70843, 0.79046)  -0.693
C (-1.67192, -0.04571, -1.46546)  0.134
C (1.15101, -1.24848, -0.51007)  -0.187
C (0.24295, -0.78084, 0.60927)  -0.103
N (-0.54229, -0.41181, -1.70901)  -0.151
N (0.42532, -1.07723, -1.77187)  0.032
O (-1.16766, 1.10488, 1.54742)  0.149
O (0.79465, 1.71847, 0.33393)  0.155
H (-2.09127, 0.77384, -1.14409)  0.001
H (-0.69335, -1.29710, 0.37998)  0.111
H (2.01729, -0.57695, -0.52532)  0.112
H (1.42744, -2.32412, -0.45185)  0.122
H (0.67932, -1.14673, 1.59122)  0.148
H (-1.04192, 2.05394, 1.61324)  0.090
H (0.53471, 2.54941, 0.71216)  0.082

=====

The most stable arrangement is #a, and the next structure is 0.0871 hartree less stable.